Entry 1:
46
Properties=species:S:1:pos:R:3:lowdin_charge:R:1 method="wB97M-V/def2-TZVPD" max_force_ha_per_bohr=0.01521 spin_multiplicity=1 smiles="COc1cccc(/C=C/C(=O)NCCc2ccc3c(c2)OCCO3)c1" total_energy_ha=-1130.42207 orbital_gap_ev=8.45 de_lowest_kj_mol=280.6
O 1.510 -1.138 -7.854 -0.08
O -1.446 0.924 6.895 -0.03
O -2.851 3.332 6.268 -0.03
O -0.924 0.511 -1.249 0.05
N -0.128 -0.860 0.361 0.05
C -1.918 1.809 7.885 -0.15
C 0.593 -0.889 -3.179 -0.02
C 0.169 0.644 2.300 -0.14
C 0.605 -1.198 -1.879 0.00
C 1.792 -1.667 -6.632 -0.27
C -0.799 -0.193 1.448 -0.17
C 2.147 -1.678 -8.986 -0.09
C 2.878 -3.164 -5.104 -0.08
C -3.166 2.539 7.389 -0.15
C -2.080 2.674 5.341 -0.20
C -1.412 1.485 5.640 -0.19
C -0.214 -0.423 -0.925 -0.50
C -0.684 0.838 4.651 0.05
C -1.968 3.215 4.066 0.01
C -1.225 2.572 3.097 -0.04
C 2.676 -2.715 -6.401 -0.02
C 1.324 -1.536 -4.252 -0.21
C 2.217 -2.591 -4.039 -0.04
C -0.584 1.369 3.376 -0.24
C 1.126 -1.087 -5.555 0.05
H -1.550 0.460 0.998 0.12
H -0.041 -0.060 -3.471 0.12
H 0.527 -1.588 0.595 0.13
H 2.395 -2.959 -3.041 0.10
H 3.235 -1.567 -8.926 0.10
H 1.774 -1.107 -9.834 0.09
H 1.896 -2.735 -9.123 0.10
H 3.209 -3.187 -7.211 0.10
H -1.142 2.549 8.128 0.14
H -2.136 1.203 8.766 0.13
H -3.558 3.216 8.150 0.13
H 0.444 -0.275 -5.756 0.13
H -2.479 4.142 3.859 0.12
H -1.148 3.001 2.110 0.12
H 0.671 1.359 1.646 0.12
H -1.301 -0.934 2.079 0.13
H -0.190 -0.086 4.912 0.13
H 1.196 -2.009 -1.477 0.10
H -3.933 1.799 7.123 0.14
H 0.922 -0.012 2.743 0.11
H 3.568 -3.978 -4.934 0.11

Entry 2:
48
Properties=species:S:1:pos:R:3:lowdin_charge:R:1 method="wB97M-V/def2-TZVPD" max_force_ha_per_bohr=0.01463 spin_multiplicity=1 smiles="CCOCCOC(=O)c1ccc(NC(=O)[C@H]2COc3ccccc3O2)cc1" total_energy_ha=-1280.93812 orbital_gap_ev=9.16 de_lowest_kj_mol=170.2
O 0.014 -4.363 -1.342 0.12
O -1.891 4.119 0.732 -0.02
O 1.809 -3.596 -0.226 0.00
O 3.814 -6.179 -1.927 -0.14
O -3.688 1.629 -1.054 0.09
O -4.522 5.153 1.144 -0.01
N -1.642 1.679 -0.026 0.15
C 5.078 -6.206 -1.293 -0.29
C -2.470 7.744 2.671 -0.09
C -1.249 -1.839 -1.075 0.01
C -2.823 2.200 -0.431 -0.40
C -2.119 5.309 1.395 -0.18
C 3.084 -4.996 -1.762 -0.19
C -1.127 0.400 -0.228 -0.20
C -1.197 7.215 2.525 -0.09
C -3.006 3.663 -0.007 -0.19
C -3.406 5.822 1.573 -0.20
C 0.710 -1.119 0.124 -0.01
C -4.282 3.803 0.833 -0.10
C -1.022 6.005 1.883 0.00
C -1.822 -0.595 -0.913 0.01
C 5.831 -7.430 -1.791 -0.07
C -3.568 7.050 2.202 0.00
C 0.017 -2.116 -0.561 -0.13
C 0.582 -3.468 -0.766 -0.44
C 2.444 -4.859 -0.370 -0.13
C 0.141 0.125 0.288 -0.01
H -1.772 -2.621 -1.602 0.12
H 3.717 -4.113 -1.949 0.13
H 5.267 -8.327 -1.553 0.08
H 1.689 -1.329 0.523 0.12
H 4.965 -6.256 -0.200 0.11
H 1.716 -5.663 -0.224 0.14
H 2.289 -5.031 -2.512 0.13
H -4.569 7.434 2.315 0.12
H -4.163 3.217 1.755 0.15
H 3.201 -4.890 0.416 0.13
H -2.800 -0.383 -1.311 0.10
H -2.609 8.696 3.160 0.10
H 5.954 -7.375 -2.868 0.08
H 6.808 -7.483 -1.319 0.07
H -0.040 5.581 1.742 0.12
H -3.126 4.271 -0.918 0.18
H -1.044 2.318 0.487 0.14
H -0.339 7.749 2.902 0.10
H -5.146 3.440 0.276 0.14
H 5.636 -5.288 -1.537 0.12
H 0.677 0.899 0.820 0.11